# C3H2O2

2 unconnected molecules or ions with the total composition C3H2O2 (ωB97M-V/def2-TZVPD, the OMol25 dataset).

As for the LUMO energy: 0.71 eV. The electronic energy is -7236.481 eV. For the HOMO-LUMO gap, the calculation gives 0.369 Eh.

```
! RIJCOSX wB97M-V def2-TZVPD def2/J DEFGRID3
* xyz 0 1
C 0.335 1.061 0.025
C 0.011 -1.816 0.733
C -0.313 0.277 -0.781
O 0.042 -1.460 1.829
O 1.041 1.783 0.594
H -1.424 0.096 -0.703
H 0.307 0.058 -1.697
*
```

# C15H24AuF3N5OPS

A molecular structure, C15H24AuF3N5OPS (ωB97M-V/def2-TZVPD, the OMol25 dataset).

As for the LUMO energy (spin up / spin down): -10.47 / -10.47 eV. The electronic energy is -57395.118 eV. For the HOMO-LUMO gap (spin up / spin down), the calculation gives 0.132 / 0.131 Eh.

```
! RIJCOSX wB97M-V def2-TZVPD def2/J DEFGRID3
* xyz 2 1
Au -0.366 -0.278 0.481
F -5.114 0.433 -3.754
C -4.111 0.800 -2.972
F -3.204 1.437 -3.732
F -4.567 1.687 -2.087
C -3.446 -0.378 -2.284
C -3.743 -1.686 -2.623
C -3.008 -2.716 -2.039
C -2.003 -2.407 -1.139
N -1.735 -1.148 -0.794
C -2.444 -0.140 -1.334
S -1.946 1.388 -0.718
H -4.542 -1.893 -3.321
H -3.216 -3.746 -2.284
H -1.405 -3.176 -0.676
C -0.168 1.770 4.117
P 1.275 1.279 3.137
C 2.241 2.736 2.634
C 2.325 0.229 4.182
O 0.936 0.489 1.872
H 0.173 2.269 5.021
H -0.736 0.885 4.400
H -0.804 2.447 3.550
H 2.573 3.286 3.509
H 1.640 3.388 2.004
H 3.114 2.404 2.070
H 2.822 0.831 4.938
H 3.074 -0.277 3.577
H 1.713 -0.521 4.678
C 2.332 0.927 -1.380
N 3.673 0.996 -1.923
C 4.644 0.675 -0.887
N 4.380 -0.682 -0.433
C 3.048 -0.779 0.113
N 2.030 -0.431 -0.893
C 2.201 -1.354 -2.029
N 3.547 -1.258 -2.561
C 3.816 0.085 -3.052
C 4.531 -1.609 -1.544
H 1.608 1.206 -2.148
H 2.242 1.632 -0.550
H 4.528 1.374 -0.054
H 5.662 0.747 -1.273
H 2.955 -0.096 0.958
H 2.863 -1.796 0.463
H 1.480 -1.108 -2.815
H 2.030 -2.378 -1.686
H 3.103 0.348 -3.838
H 4.828 0.141 -3.459
H 5.542 -1.538 -1.951
H 4.355 -2.629 -1.198
*
```

# As6CuF36

A molecular structure, As6CuF36 (ωB97M-V/def2-TZVPD, the OMol25 dataset).

As for the LUMO energy (spin up / spin down): 9.16 / 6.02 eV. The electronic energy is -507520.534 eV. For the HOMO-LUMO gap (spin up / spin down), the calculation gives 0.443 / 0.328 Eh.

```
! RIJCOSX wB97M-V def2-TZVPD def2/J DEFGRID3
* xyz -4 2
Cu -0.189 -0.152 -0.166
As -1.417 -1.239 3.333
F -1.689 -2.852 2.733
F 0.170 -1.703 3.802
F -1.209 0.350 4.032
F -3.045 -0.842 2.867
F -2.006 -1.684 4.967
F -0.806 -0.611 1.755
As -3.321 1.498 -0.970
F -3.159 1.280 0.766
F -4.800 2.381 -0.672
F -3.428 1.805 -2.672
F -1.775 0.571 -1.246
F -4.193 0.009 -1.063
F -2.424 3.002 -0.909
As -1.389 -3.100 -1.499
F -0.480 -4.201 -2.491
F -2.690 -4.274 -1.265
F -2.092 -1.927 -0.410
F -0.098 -1.884 -1.759
F -2.222 -2.516 -2.927
F -0.602 -3.784 -0.098
As 2.043 1.261 -3.112
F 1.126 0.384 -4.356
F 1.006 2.649 -3.290
F 2.946 2.139 -1.938
F 3.040 -0.154 -2.922
F 3.138 1.768 -4.404
F 0.915 0.654 -1.835
As 3.311 -1.701 0.919
F 3.614 -2.484 -0.639
F 2.069 -2.915 1.136
F 2.992 -0.931 2.466
F 4.502 -0.467 0.577
F 2.084 -0.690 0.106
F 4.509 -2.693 1.738
As 0.808 3.317 1.345
F 0.094 1.820 0.653
F 0.625 4.068 -0.210
F 1.484 4.798 2.001
F 0.972 2.543 2.895
F 2.383 2.687 0.925
F -0.799 3.822 1.840
*
```

# C5H13NO2

2 unconnected molecules or ions with the total composition C5H13NO2 (ωB97M-V/def2-TZVPD, the OMol25 dataset).

As for the LUMO energy: 0.67 eV. The electronic energy is -10980.783 eV. The SMILES is CC[C@@H](C)NC=O.O. For the HOMO-LUMO gap, the calculation gives 0.381 Eh.

```
! RIJCOSX wB97M-V def2-TZVPD def2/J DEFGRID3
* xyz 0 1
C -3.020 1.100 -0.877
C -1.917 0.061 -0.963
C -1.025 -0.082 0.296
C -1.234 -1.333 1.139
N 0.396 0.022 -0.020
C 1.163 1.035 0.454
O 0.739 1.861 1.245
H -2.721 1.994 -0.338
H -3.188 1.421 -1.873
H -3.975 0.751 -0.508
H -2.169 -0.870 -1.456
H -1.185 0.430 -1.693
H -1.225 0.821 0.866
H -0.709 -1.206 2.086
H -0.795 -2.200 0.638
H -2.288 -1.543 1.324
H 0.822 -0.568 -0.706
H 2.250 0.983 0.305
O 6.683 -0.896 -0.329
H 6.962 -1.637 0.200
H 6.437 -0.142 0.209
*
```

# C53H57Ge2P2SiTl

A molecular structure, C53H57Ge2P2SiTl (ωB97M-V/def2-TZVPD, the OMol25 dataset).

As for the LUMO energy: 0.51 eV. The electronic energy is -200065.761 eV. For the HOMO-LUMO gap, the calculation gives 0.237 Eh.

```
! RIJCOSX wB97M-V def2-TZVPD def2/J DEFGRID3
* xyz 0 1
Tl -0.049 0.588 0.320
C 0.173 4.182 1.339
Si -0.077 3.162 -0.278
C 1.433 3.676 -1.347
C 1.522 4.969 -1.852
C 2.672 5.435 -2.462
C 3.770 4.602 -2.586
C 3.698 3.304 -2.121
C 2.542 2.839 -1.500
P 2.494 1.087 -0.952
C 2.653 0.255 -2.569
C 1.458 -0.100 -3.188
C 1.463 -0.759 -4.402
C 2.670 -1.078 -5.004
C 3.863 -0.726 -4.395
C 3.860 -0.053 -3.186
C 4.063 0.847 -0.086
C 4.461 1.827 0.823
C 5.525 1.594 1.672
C 6.189 0.377 1.640
C 5.781 -0.611 0.758
C 4.712 -0.387 -0.091
C -1.772 3.732 -0.973
C -2.095 5.085 -0.980
C -3.357 5.535 -1.322
C -4.335 4.624 -1.687
C -4.039 3.276 -1.695
C -2.775 2.825 -1.330
P -2.479 1.014 -1.302
C -2.687 0.576 -3.044
C -3.204 -0.672 -3.386
C -3.177 -1.100 -4.700
C -2.603 -0.302 -5.678
C -2.061 0.928 -5.338
C -2.094 1.367 -4.028
C -3.934 0.357 -0.421
C -5.197 0.137 -0.964
C -6.209 -0.374 -0.168
C -5.968 -0.678 1.161
C -4.708 -0.483 1.701
C -3.696 0.030 0.914
H 0.231 5.248 1.135
H 1.092 3.885 1.839
H -0.648 4.009 2.032
H 0.674 5.628 -1.764
H 2.716 6.449 -2.833
H 4.677 4.966 -3.047
H 4.551 2.647 -2.222
H 0.517 0.132 -2.695
H 0.530 -1.032 -4.873
H 2.681 -1.600 -5.949
H 4.802 -0.983 -4.864
H 4.798 0.219 -2.720
H 3.924 2.765 0.864
H 5.827 2.355 2.375
H 7.016 0.196 2.308
H 6.283 -1.568 0.744
H 4.371 -1.170 -0.754
H -1.350 5.806 -0.682
H -3.581 6.592 -1.296
H -5.327 4.965 -1.943
H -4.800 2.560 -1.971
H -3.615 -1.304 -2.612
H -3.585 -2.069 -4.955
H -2.570 -0.643 -6.701
H -1.590 1.539 -6.095
H -1.654 2.320 -3.762
H -5.391 0.349 -2.007
H -7.196 -0.536 -0.576
H -6.764 -1.066 1.779
H -4.517 -0.734 2.734
H -2.700 0.175 1.332
C -1.576 0.404 5.675
C -1.417 1.109 4.341
Ge 0.031 0.418 3.076
C 1.811 0.838 3.970
C 1.981 0.388 5.408
C -0.080 -1.565 3.317
C -0.079 -2.567 2.422
Ge -0.042 -2.186 0.404
C 1.694 -2.828 -0.484
C 1.998 -4.311 -0.616
C -1.698 -2.825 -0.635
C -2.070 -4.296 -0.693
C -0.071 -3.974 2.849
C -0.076 -4.972 1.878
C -0.043 -6.314 2.199
C -0.002 -6.707 3.525
C 0.000 -5.734 4.510
C -0.034 -4.392 4.185
H -2.409 0.830 6.234
H -0.681 0.508 6.280
H -1.770 -0.656 5.529
H -1.220 2.167 4.521
H -2.367 1.057 3.804
H 1.948 1.920 3.921
H 2.597 0.397 3.352
H 1.319 0.959 6.053
H 3.003 0.543 5.756
H 1.744 -0.667 5.520
H -0.100 -1.851 4.366
H 2.492 -2.355 0.091
H 1.697 -2.373 -1.478
H 2.129 -4.763 0.363
H 2.916 -4.456 -1.185
H 1.201 -4.834 -1.140
H -1.527 -2.465 -1.652
H -2.542 -2.263 -0.228
H -1.256 -4.881 -1.112
H -2.943 -4.441 -1.332
H -2.308 -4.681 0.295
H -0.107 -4.667 0.846
H -0.050 -7.059 1.415
H 0.025 -7.754 3.789
H 0.027 -6.031 5.549
H -0.032 -3.677 4.994
*
```

# C41H31BrHgN7O3S

A molecular structure, C41H31BrHgN7O3S (ωB97M-V/def2-TZVPD, the OMol25 dataset).

As for the LUMO energy (spin up / spin down): 3.58 / 3.58 eV. The electronic energy is -144649.240 eV. For the HOMO-LUMO gap (spin up / spin down), the calculation gives 0.146 / 0.207 Eh.

```
! RIJCOSX wB97M-V def2-TZVPD def2/J DEFGRID3
* xyz -2 2
Hg 0.502 0.555 1.440
O 5.892 -1.022 1.269
C 5.520 -1.331 0.019
C 6.518 -1.594 -0.924
C 6.187 -1.887 -2.236
C 4.853 -1.926 -2.635
C 3.862 -1.666 -1.697
C 4.166 -1.372 -0.372
C 3.040 -1.032 0.565
O 1.862 -1.028 0.115
N 3.447 -0.705 1.788
N 2.418 -0.253 2.597
C 2.735 0.056 3.791
C 1.861 0.609 4.820
C 2.514 1.068 5.975
C 1.852 1.666 7.026
C 0.455 1.812 6.924
C -0.228 1.358 5.824
C 0.422 0.718 4.715
O -0.263 0.266 3.744
H 5.022 -0.842 1.764
H 7.553 -1.552 -0.599
H 6.977 -2.075 -2.956
H 4.591 -2.145 -3.663
H 2.813 -1.676 -1.967
H 3.782 -0.084 4.076
H 3.595 0.951 6.023
H 2.390 2.021 7.896
H -0.092 2.291 7.731
H -1.303 1.473 5.745
C -0.497 -0.241 -1.905
C -0.920 1.189 -1.702
C -1.816 1.812 -2.618
C -2.199 3.094 -2.396
C -1.699 3.806 -1.275
C -2.064 5.147 -1.011
C -1.556 5.759 0.100
C -0.677 5.079 0.970
C -0.263 3.775 0.751
S 0.886 3.032 1.839
C -0.809 3.117 -0.417
N -0.459 1.824 -0.664
H -0.096 -0.377 -2.915
H -1.354 -0.912 -1.791
H 0.261 -0.525 -1.174
H -2.190 1.251 -3.467
H -2.898 3.589 -3.062
H -2.737 5.663 -1.689
H -1.835 6.784 0.325
H -0.292 5.584 1.849
N -5.685 -2.289 -1.377
C -6.476 -3.264 -1.948
C -7.731 -3.236 -2.530
C -8.240 -4.441 -3.036
C -7.494 -5.615 -2.944
C -6.226 -5.634 -2.360
C -5.694 -4.444 -1.860
N -4.484 -4.196 -1.268
C -4.476 -2.880 -0.979
C -3.437 -2.146 -0.384
C -2.169 -2.743 -0.083
C -1.175 -2.000 0.480
N -1.298 -0.677 0.792
C -2.496 -0.101 0.535
C -3.554 -0.758 -0.029
H -5.910 -1.317 -1.293
H -8.304 -2.316 -2.595
H -9.213 -4.455 -3.511
H -7.910 -6.535 -3.342
H -5.653 -6.552 -2.290
H -2.004 -3.786 -0.322
H -0.206 -2.437 0.688
H -2.587 0.946 0.805
H -4.474 -0.203 -0.181
Br 6.888 1.688 -3.066
C 5.239 1.775 -2.128
C 4.053 1.745 -2.834
C 2.876 1.792 -2.096
N 2.839 1.876 -0.771
C 3.998 1.924 -0.122
C 5.236 1.867 -0.754
H 4.040 1.680 -3.913
H 1.913 1.749 -2.601
H 3.933 2.000 0.961
H 6.155 1.881 -0.185
*
```

# C5H11F3NO7PS3

A molecular structure, C5H11F3NO7PS3 (ωB97M-V/def2-TZVPD, the OMol25 dataset).

As for the LUMO energy: 0.54 eV. The electronic energy is -71130.028 eV. For the HOMO-LUMO gap, the calculation gives 0.363 Eh.

```
! RIJCOSX wB97M-V def2-TZVPD def2/J DEFGRID3
* xyz 0 1
N -1.473 -3.036 -1.137
P -0.074 -3.666 -1.437
O 0.309 -4.939 -0.371
S 0.610 -4.491 1.216
O -0.489 -4.976 1.958
O 0.495 -2.777 1.074
S 1.330 -1.964 2.191
O 2.066 -0.945 1.553
O 2.117 -2.782 3.036
C -0.003 -1.055 3.148
F -1.064 -1.841 3.184
F -0.311 0.011 2.452
F 0.457 -0.756 4.322
H -1.277 -2.041 -0.983
H 0.983 -2.723 -1.464
H -0.079 -4.303 -2.693
C -0.349 3.745 -0.163
C -0.924 3.801 -1.584
C -0.139 2.799 -2.438
S 0.432 1.521 -1.314
O 1.869 1.568 -1.255
O -0.280 0.293 -1.582
C -0.226 2.264 0.174
H -0.984 4.266 0.552
H 0.637 4.215 -0.145
H -1.979 3.518 -1.560
H -0.866 4.805 -2.003
H -0.762 2.346 -3.207
H 0.736 3.258 -2.893
H 0.443 2.065 1.009
H -1.204 1.819 0.361
*
```

# C23H37LuO2

A molecular structure, C23H37LuO2 (ωB97M-V/def2-TZVPD, the OMol25 dataset).

As for the LUMO energy: 0.41 eV. The electronic energy is -62164.190 eV. For the HOMO-LUMO gap, the calculation gives 0.262 Eh.

```
! RIJCOSX wB97M-V def2-TZVPD def2/J DEFGRID3
* xyz 0 1
O -1.847 0.669 -2.416
C -2.596 1.898 -2.846
C -3.875 1.163 -3.008
H -2.128 2.218 -3.773
H -2.556 2.721 -2.147
C -3.018 -0.141 -2.973
H -4.466 1.427 -3.895
H -4.460 1.248 -2.114
C -2.464 -0.716 -4.267
H -1.792 0.007 -4.758
H -3.244 -1.026 -4.976
H -1.882 -1.614 -4.043
C -3.457 -1.180 -1.944
H -3.807 -0.671 -1.042
H -2.649 -1.883 -1.663
H -4.302 -1.792 -2.285
Lu 0.139 0.636 -1.108
C -0.694 0.487 1.374
C -0.045 1.749 1.461
C -0.744 2.670 0.625
H 0.763 2.002 2.139
C -1.868 1.987 0.089
C -1.826 0.626 0.520
H -2.605 -0.129 0.397
H -0.472 -0.394 1.971
H -0.567 3.745 0.525
H -2.726 2.467 -0.371
C 1.345 -1.361 -0.183
C 0.010 -1.766 -0.483
C -0.166 -1.677 -1.892
H -0.710 -2.194 0.221
C 1.041 -1.173 -2.477
C 1.985 -1.014 -1.410
H 3.035 -0.746 -1.521
H 1.823 -1.443 0.792
H -0.946 -2.180 -2.451
H 1.241 -1.070 -3.547
O -0.473 1.968 -4.959
C -1.565 1.942 -5.949
C -1.425 3.082 -6.953
H -2.529 2.092 -5.415
H -1.653 0.989 -6.468
C -0.296 3.964 -6.369
H -2.336 3.690 -7.065
H -1.096 2.689 -7.924
C 0.204 3.233 -5.110
H -0.622 4.974 -6.103
H 0.532 4.017 -7.088
H 0.011 3.862 -4.212
H 1.276 3.023 -5.191
C 3.339 1.190 1.089
C 2.945 2.417 0.241
C 4.217 3.204 -0.051
C 2.138 2.062 -0.995
H 4.009 0.499 0.546
H 2.477 0.604 1.440
H 3.875 1.516 1.996
H 2.292 3.038 0.879
H 4.940 2.617 -0.610
H 3.997 4.098 -0.623
H 4.694 3.513 0.881
H 1.680 2.968 -1.402
H 2.781 1.589 -1.750
*
```

# C36H28Cl5N6O2ReS2Te

A molecular structure, C36H28Cl5N6O2ReS2Te (ωB97M-V/def2-TZVPD, the OMol25 dataset).

As for the LUMO energy (spin up / spin down): -4.53 / -4.53 eV. The electronic energy is -144520.488 eV. For the HOMO-LUMO gap (spin up / spin down), the calculation gives 0.214 / 0.213 Eh.

```
! RIJCOSX wB97M-V def2-TZVPD def2/J DEFGRID3
* xyz 1 2
Re -0.843 -0.555 -1.044
Cl 1.605 -0.848 2.352
C -0.121 -0.750 2.204
C -0.668 0.171 1.117
C -2.014 0.741 1.643
Cl -3.112 -0.675 -1.122
C -2.890 -0.262 2.323
Cl -4.580 0.044 2.219
C -2.372 -1.263 3.018
Cl -3.360 -2.385 3.850
C -0.898 -1.406 3.065
Cl -0.234 -2.493 4.218
O -1.869 -2.869 0.983
S -1.341 -3.677 -0.068
O -2.204 -4.582 -0.767
N -0.644 -2.612 -1.152
C -0.284 -3.179 -2.412
C 0.140 -4.465 -2.638
C 0.411 -4.927 -3.943
C 0.249 -4.118 -5.027
C -0.173 -2.786 -4.826
C -0.413 -1.891 -5.887
C -0.841 -0.625 -5.618
C -0.994 -0.230 -4.283
N -0.775 -1.023 -3.252
C -0.403 -2.321 -3.517
C -0.005 -4.638 0.557
C -0.257 -5.967 0.878
C 0.776 -6.736 1.392
C 2.039 -6.183 1.562
C 2.279 -4.858 1.219
C 1.255 -4.076 0.711
H 0.258 -5.154 -1.814
H 0.736 -5.951 -4.075
H 0.435 -4.474 -6.033
H -0.263 -2.225 -6.907
H -1.051 0.086 -6.405
H -1.284 0.789 -4.087
H -1.246 -6.380 0.726
H 0.595 -7.771 1.653
H 2.844 -6.793 1.955
H 3.269 -4.435 1.344
H 1.434 -3.050 0.420
S 1.475 -0.371 -1.120
C 1.973 1.027 -0.178
N 3.256 1.339 -0.357
N 3.848 2.361 0.159
C 3.362 3.632 0.610
C 4.037 4.220 1.667
C 3.664 5.484 2.102
C 2.634 6.161 1.467
C 1.991 5.575 0.379
C 2.351 4.312 -0.053
N 1.285 1.740 0.740
N 0.204 1.409 1.261
C -0.326 2.266 2.280
C -1.617 1.886 2.557
C -2.334 2.567 3.524
C -1.713 3.624 4.181
C -0.401 3.995 3.875
C 0.323 3.314 2.910
H 4.853 2.272 0.114
H 4.841 3.684 2.161
H 4.181 5.938 2.938
H 2.346 7.149 1.801
H 1.209 6.115 -0.142
H 1.870 3.871 -0.917
H -2.571 1.147 0.799
H -3.350 2.281 3.767
H -2.253 4.166 4.948
H 0.062 4.816 4.409
H 1.344 3.577 2.662
C -1.338 3.746 -0.423
Te -1.048 2.154 -1.802
C -3.055 2.305 -2.475
H -1.591 4.607 -1.037
H -0.416 3.934 0.120
H -2.148 3.520 0.265
H -3.693 2.355 -1.596
H -3.298 1.415 -3.047
H -3.146 3.202 -3.081
*
```